(1)
{"formula": "C56H35BrHfIN8Si", "method": "ωB97M-V/def2-TZVPD", "total_charge": 1, "orbital_gap_ev": [4.48, 4.50], "total_energy_ev": -157888.143, "homo_energy_ev": [-9.1582, -9.1648], "symbols": ["Hf", "C", "C", "C", "C", "C", "N", "C", "C", "C", "C", "C", "C", "C", "C", "N", "C", "N", "C", "N", "C", "N", "C", "N", "C", "N", "C", "C", "C", "C", "C", "C", "C", "C", "C", "C", "C", "C", "C", "C", "N", "H", "H", "H", "H", "H", "H", "H", "H", "H", "H", "H", "H", "H", "H", "H", "H", "Br", "C", "C", "C", "C", "C", "C", "I", "H", "H", "H", "H", "C", "C", "C", "C", "C", "C", "Si", "C", "C", "C", "C", "C", "C", "C", "C", "C", "C", "C", "C", "H", "H", "H", "H", "H", "H", "H", "H", "H", "H", "H", "H", "H", "H", "H"], "xyz": [[3.4721, -7.2678, 21.5555], [0.1303, -11.7892, 17.8704], [0.1373, -10.7523, 16.9206], [0.6339, -9.5188, 17.2328], [1.1502, -9.2934, 18.5091], [1.8500, -8.1579, 19.0867], [2.0618, -6.9909, 18.4832], [2.9232, -6.0361, 18.7918], [3.0769, -4.7398, 18.1399], [2.3629, -4.1167, 17.1391], [2.7164, -2.8344, 16.7285], [3.7960, -2.1836, 17.3444], [4.5027, -2.7998, 18.3564], [4.1463, -4.0933, 18.7436], [4.6619, -5.0190, 19.7925], [5.7091, -4.8520, 20.5633], [6.1420, -5.6633, 21.5446], [5.4274, -6.6687, 22.1319], [6.2030, -7.2936, 23.0690], [5.8527, -8.3385, 23.8156], [4.8000, -9.1160, 23.6656], [3.9292, -9.0932, 22.6028], [3.0259, -10.1231, 22.6735], [2.1628, -10.4548, 21.7331], [1.8708, -9.8097, 20.6156], [2.2511, -8.5173, 20.3347], [1.1499, -10.3121, 19.4641], [0.6133, -11.5614, 19.1295], [3.2937, -10.8391, 23.9467], [2.6776, -11.9201, 24.5531], [3.2048, -12.4608, 25.7063], [4.3354, -11.8680, 26.2993], [4.9130, -10.7567, 25.7251], [4.4190, -10.2554, 24.5233], [7.4857, -6.6137, 23.1120], [8.6799, -6.8724, 23.8019], [9.8143, -6.1371, 23.5205], [9.7703, -5.0965, 22.5732], [8.5884, -4.8375, 21.9102], [7.4540, -5.6049, 22.1640], [3.8825, -6.1429, 19.7671], [-0.2308, -12.7754, 17.6016], [-0.1996, -10.9724, 15.9203], [0.6613, -8.7318, 16.4680], [1.5171, -4.6185, 16.6946], [2.1181, -2.3008, 15.9990], [4.0184, -1.1813, 17.0328], [5.3337, -2.3017, 18.8472], [0.6567, -12.3588, 19.8613], [1.7878, -12.3404, 24.1093], [2.7518, -13.3084, 26.1856], [4.7044, -12.2554, 27.2446], [5.7324, -10.2617, 26.2309], [8.7126, -7.6822, 24.5281], [10.7466, -6.3178, 24.0428], [10.6857, -4.5318, 22.3842], [8.5424, -4.0543, 21.1710], [6.2133, -6.8450, 17.5023], [7.5730, -7.5142, 18.6234], [8.8577, -7.0108, 18.4717], [9.8659, -7.5176, 19.2739], [9.5972, -8.4818, 20.2483], [8.3131, -8.9754, 20.3981], [7.3204, -8.5001, 19.5616], [5.4739, -9.3659, 19.7508], [9.0483, -6.2487, 17.7250], [10.8615, -7.1305, 19.1965], [10.3649, -8.8492, 20.9094], [8.0595, -9.7211, 21.1293], [3.4006, -2.3825, 25.5732], [2.1249, -2.3499, 25.0345], [1.6454, -3.3988, 24.2888], [2.4325, -4.5137, 24.0552], [3.7236, -4.5397, 24.5646], [4.2123, -3.4831, 25.3252], [1.7224, -5.9238, 23.0306], [0.5859, -5.1341, 21.7650], [1.1223, -4.0599, 21.0443], [0.3530, -3.3860, 20.1332], [-0.9711, -3.7582, 19.9276], [-1.5013, -4.8318, 20.6398], [-0.7247, -5.5136, 21.5498], [0.7034, -7.0812, 24.1027], [0.4731, -6.7777, 25.4386], [-0.3008, -7.6085, 26.2259], [-0.8591, -8.7583, 25.7014], [-0.5873, -9.1052, 24.3778], [0.1711, -8.2626, 23.5913], [3.7574, -1.5404, 26.1587], [1.5220, -1.4778, 25.2138], [0.6493, -3.3343, 23.8509], [4.3598, -5.3995, 24.3871], [5.2210, -3.4984, 25.7305], [2.1515, -3.7460, 21.2533], [0.8031, -2.5723, 19.5814], [-1.5885, -3.2259, 19.2107], [-2.5351, -5.0896, 20.4936], [-1.1243, -6.3357, 22.1079], [0.8955, -5.8648, 25.8506], [-0.4630, -7.3510, 27.2631], [-1.5195, -9.3751, 26.3003], [-0.9982, -10.0253, 23.9791], [0.3708, -8.5274, 22.5554]]}

(2)
{"formula": "C56H46F3NO2P2PdS2", "method": "ωB97M-V/def2-TZVPD", "total_charge": 2, "orbital_gap_ev": 7.06, "relative_energy_ev": 0.000, "total_energy_ev": -116274.115, "homo_energy_ev": -12.5475, "symbols": ["Pd", "O", "S", "C", "C", "C", "C", "C", "C", "C", "C", "C", "C", "P", "C", "C", "C", "C", "C", "C", "C", "C", "C", "C", "C", "C", "C", "C", "C", "C", "C", "C", "C", "C", "C", "C", "C", "C", "P", "C", "C", "C", "C", "C", "C", "C", "C", "C", "C", "C", "C", "C", "C", "H", "H", "H", "H", "H", "H", "H", "H", "H", "H", "H", "H", "H", "H", "H", "H", "H", "H", "H", "H", "H", "H", "H", "H", "H", "H", "H", "H", "H", "H", "H", "H", "H", "H", "H", "H", "F", "C", "F", "F", "C", "C", "C", "N", "C", "C", "H", "H", "H", "H", "C", "S", "C", "O", "H", "H", "H", "H", "H", "H"], "xyz": [[-0.7953, -0.5863, -0.6767], [-1.9533, -0.9322, 2.6043], [-0.6765, -0.4776, 1.9575], [-0.1733, 1.0641, 2.6874], [-0.0693, 1.0762, 4.0622], [0.3834, 2.1856, 4.7871], [0.7824, 3.2819, 4.0737], [1.3518, 4.5946, 4.5445], [1.6689, 5.3759, 3.2466], [1.1624, 4.4947, 2.1359], [1.1386, 4.6847, 0.7880], [0.5249, 3.6948, -0.0016], [-0.0069, 2.5126, 0.4851], [-1.0187, 1.6226, -0.7308], [-0.8721, 2.3994, -2.3502], [-1.4310, 3.6604, -2.5869], [-1.3395, 4.2285, -3.8442], [-0.7010, 3.5450, -4.8748], [-0.1636, 2.2883, -4.6509], [-0.2562, 1.7135, -3.3900], [-2.7471, 1.9373, -0.2557], [-3.7348, 1.8795, -1.2442], [-5.0625, 2.0860, -0.9195], [-5.4255, 2.3463, 0.3984], [-4.4538, 2.4065, 1.3834], [-3.1166, 2.2102, 1.0580], [0.1352, 2.2235, 1.9020], [0.6663, 3.2830, 2.6681], [0.6079, -1.5333, 2.5784], [0.2946, -2.2705, 3.6934], [1.2717, -2.9792, 4.4231], [2.5715, -2.8577, 4.0275], [3.8457, -3.3839, 4.6408], [4.9745, -2.8932, 3.6983], [4.2645, -2.1275, 2.6125], [4.7400, -1.4646, 1.5200], [3.8048, -0.9189, 0.6213], [2.4257, -0.9660, 0.7891], [1.5210, -0.6197, -0.7616], [2.5129, 0.6868, -1.5385], [2.8894, 0.5902, -2.8779], [3.6232, 1.6064, -3.4715], [3.9913, 2.7209, -2.7318], [3.6371, 2.8134, -1.3926], [2.9057, 1.7993, -0.7952], [1.7640, -2.0636, -1.8589], [0.8177, -2.3620, -2.8376], [1.0071, -3.4201, -3.7134], [2.1465, -4.2066, -3.6150], [3.0986, -3.9167, -2.6482], [2.9120, -2.8509, -1.7796], [1.9221, -1.5191, 2.0204], [2.8755, -2.1396, 2.8482], [-0.3420, 0.1773, 4.6021], [0.4384, 2.1465, 5.8666], [2.2327, 4.4458, 5.1685], [0.6183, 5.1209, 5.1572], [2.7382, 5.5573, 3.1300], [1.1816, 6.3508, 3.2241], [1.5300, 5.5786, 0.3205], [0.4732, 3.8872, -1.0629], [-1.9345, 4.1953, -1.7911], [-1.7720, 5.2031, -4.0262], [-0.6353, 3.9934, -5.8572], [0.3206, 1.7494, -5.4543], [0.1374, 0.7193, -3.2209], [-3.4642, 1.6879, -2.2755], [-5.8188, 2.0540, -1.6935], [-6.4643, 2.5138, 0.6505], [-4.7296, 2.6154, 2.4081], [-2.3754, 2.2687, 1.8427], [-0.7376, -2.2679, 4.0235], [0.9852, -3.5452, 5.2996], [3.8229, -4.4709, 4.7211], [3.9709, -2.9979, 5.6529], [5.5428, -3.7213, 3.2734], [5.6914, -2.2566, 4.2177], [5.7979, -1.3857, 1.3061], [4.2026, -0.4688, -0.2783], [2.6136, -0.2779, -3.4630], [3.9164, 1.5219, -4.5093], [4.5726, 3.5082, -3.1930], [3.9449, 3.6701, -0.8073], [2.6691, 1.8629, 0.2589], [-0.0737, -1.7519, -2.9362], [0.2682, -3.6275, -4.4770], [2.2965, -5.0352, -4.2942], [3.9948, -4.5179, -2.5717], [3.6673, -2.6522, -1.0332], [-7.4154, -0.8282, -2.6637], [-6.9586, -1.7719, -1.8292], [-7.7065, -1.7526, -0.7263], [-7.1170, -2.9586, -2.4272], [-5.4969, -1.5295, -1.5233], [-4.5978, -1.4532, -2.5791], [-3.2731, -1.2069, -2.2903], [-2.8294, -1.0447, -1.0354], [-3.6973, -1.1256, -0.0193], [-5.0448, -1.3740, -0.2280], [-4.9193, -1.5707, -3.6048], [-2.5336, -1.1299, -3.0773], [-3.2930, -1.0008, 0.9808], [-5.7186, -1.4302, 0.6148], [0.2683, -5.1228, 0.0551], [-1.0841, -3.9965, 0.3270], [-2.1466, -4.5251, -1.0081], [-0.4934, -2.6649, -0.1052], [-0.0818, -6.1423, 0.2153], [1.0352, -4.8776, 0.7880], [0.6473, -4.9829, -0.9582], [-2.3346, -5.5933, -0.9068], [-1.6429, -4.3080, -1.9507], [-3.0879, -3.9839, -0.9350]]}

> Which formula does entry 1 have?

C56H35BrHfIN8Si